No. 1
The following is a DFT calculation (wB97M-V/def2-TZVPD) of C43H50BrN4O8SiW as an isolated structure.

Each line ends with the Löwdin charge.
Atoms and positions in Å:
H  -1.480  5.153  -3.244  0.070
O  1.878  -3.243  -1.956  0.119
C  -0.296  5.700  1.307  -0.100
C  -1.482  5.342  0.680  -0.097
C  -0.044  -2.283  -2.987  -0.174
H  -0.089  -3.838  4.915  0.074
H  3.791  0.533  5.770  0.090
H  4.849  0.570  4.359  0.075
H  4.584  -2.332  6.618  0.082
H  5.952  -2.289  4.567  0.081
C  -1.958  -1.132  -3.553  -0.101
H  -0.246  1.774  1.960  0.025
W  -0.970  -0.596  -0.633  1.748
H  -1.841  -3.893  4.699  0.083
C  0.006  -2.906  -4.217  0.082
H  1.375  -2.245  5.138  0.088
C  -1.000  -3.332  -6.539  -0.695
O  -0.513  -0.845  1.317  -0.316
H  -2.404  4.186  -0.848  0.091
H  -0.306  6.394  2.139  0.098
C  -1.215  4.462  -4.048  -0.090
H  -2.361  -0.681  3.017  0.080
H  -2.746  -1.496  -5.514  0.122
Si  -0.265  2.537  -2.199  0.491
O  -2.938  -0.174  -0.875  -0.202
H  -3.270  3.492  -2.592  0.064
H  -0.769  -4.073  3.302  0.082
C  0.507  -0.882  2.165  -0.345
H  3.299  -3.204  5.780  0.086
H  3.767  0.051  2.469  0.097
H  -5.223  -3.449  -0.764  0.126
C  -1.410  2.996  -3.644  -0.590
C  1.746  -0.274  1.916  -0.541
H  -1.697  2.340  -5.688  0.089
O  -0.109  -4.185  -6.690  -0.039
H  -1.687  -5.680  0.284  0.112
O  0.625  -1.786  -0.820  -0.228
C  2.746  -1.188  3.903  -0.176
H  -2.082  -1.625  5.836  0.082
H  3.548  -0.093  -3.999  0.109
H  -0.442  -3.549  0.282  0.121
C  -0.965  -2.030  4.019  -0.516
H  -4.131  -5.674  -0.270  0.109
N  -2.074  -2.406  -0.275  -0.028
H  -1.328  2.977  2.152  0.055
C  -1.972  -1.726  -4.795  0.020
C  2.321  3.449  -3.103  -0.109
C  -1.460  4.455  -0.388  -0.122
C  0.938  -2.500  -1.892  -0.551
C  1.495  -1.704  4.210  0.006
C  2.838  -0.431  2.745  -0.092
H  -2.425  5.754  1.020  0.102
H  -1.902  2.184  0.162  0.035
C  0.901  5.167  0.852  -0.082
Br  1.955  0.889  0.432  0.923
N  -1.234  1.967  2.081  0.000
C  -1.032  2.119  -4.846  -0.078
H  -2.844  1.241  1.130  0.082
C  3.211  0.906  -3.751  -0.067
C  0.908  4.275  -0.212  -0.119
H  0.785  -3.616  -4.460  0.133
H  1.991  4.453  -2.851  0.100
C  0.365  -1.542  3.409  -0.071
C  3.577  3.278  -3.668  -0.089
H  -1.846  4.696  -4.913  0.084
C  1.488  2.358  -2.849  -0.242
C  -0.905  -3.548  4.251  -0.044
C  -1.144  -1.311  5.370  -0.049
C  4.541  -0.033  5.214  -0.051
C  -2.207  -4.762  0.048  -0.034
C  -3.921  -1.029  -0.814  -0.560
H  -2.263  -2.276  2.279  0.058
N  -1.892  1.496  0.907  -0.083
C  4.024  2.004  -3.993  -0.089
C  -3.395  -2.402  -0.525  -0.167
H  -0.179  4.662  -4.339  0.074
C  3.672  -2.209  6.030  -0.070
H  1.834  5.439  1.330  0.102
O  -1.876  -2.908  -7.314  -0.045
C  -0.984  -2.633  -5.150  -0.077
C  -3.563  -4.754  -0.257  -0.045
H  5.329  -1.590  3.067  0.079
H  -0.006  2.302  -5.172  0.080
C  -2.882  2.750  -3.292  -0.077
H  -1.182  -0.231  5.215  0.093
H  -3.093  -2.082  3.823  0.085
H  2.931  -1.713  6.661  0.085
H  -2.715  -0.422  -3.258  0.103
H  4.682  -3.121  3.652  0.091
O  -5.095  -0.786  -0.952  0.092
C  -4.170  -3.545  -0.538  0.019
H  5.004  1.868  -4.433  0.098
O  -0.738  1.145  -1.531  -0.461
C  -2.243  -1.744  3.223  -0.052
C  3.982  -1.393  4.774  -0.560
N  -1.001  -1.397  -2.651  -0.023
H  -3.498  2.812  -4.196  0.087
H  -1.124  1.056  -4.628  0.061
C  -0.270  3.888  -0.857  -0.206
H  5.415  -0.173  5.856  0.081
H  4.208  4.139  -3.854  0.097
H  1.333  0.222  -2.998  0.088
C  -1.493  -3.581  0.036  -0.092
C  1.958  1.088  -3.184  -0.100
H  -3.038  1.767  -2.842  0.058
H  1.859  3.876  -0.542  0.076
C  5.051  -2.143  3.965  -0.047
H  -0.333  -1.527  6.066  0.071

Force components x, y, z for each atom (eV/Å):
0.0 0.0 0.0
0.3 -0.2 0.0
0.0 0.0 0.0
0.0 0.0 0.0
-0.1 0.1 -0.1
0.0 0.0 0.0
0.0 0.0 0.0
0.0 0.0 0.0
0.0 0.0 0.0
0.0 0.0 0.0
0.0 0.1 0.1
0.0 0.0 0.0
0.1 1.1 0.6
0.0 0.0 0.0
0.0 0.0 0.1
0.0 0.0 0.0
0.2 0.2 -0.2
0.2 0.0 -0.1
0.0 0.0 0.0
0.0 0.0 0.0
0.0 0.0 0.0
0.0 0.0 0.0
0.0 0.0 0.0
0.0 0.2 0.0
-0.3 0.2 -0.4
0.0 0.0 0.0
0.0 0.0 0.0
-0.2 -0.2 -0.1
0.0 0.0 0.0
0.0 0.0 0.0
0.0 0.0 0.0
0.0 0.1 0.0
0.2 0.0 0.1
0.0 0.0 0.0
-0.1 0.0 0.1
0.0 0.0 0.0
-0.1 0.1 0.3
0.0 0.0 0.0
0.0 0.0 0.0
0.0 0.0 0.0
0.0 0.0 0.0
-0.1 -0.1 0.0
0.0 0.0 0.0
0.0 -0.4 0.2
0.0 0.0 0.0
0.0 0.0 -0.2
0.0 0.0 0.0
0.0 0.0 0.0
-0.2 0.1 0.0
0.0 0.1 0.0
0.1 0.1 -0.1
0.0 0.0 0.0
0.0 -0.1 0.1
0.0 0.0 0.0
0.0 -0.1 -0.1
0.0 0.0 0.0
0.0 0.0 0.0
0.0 0.0 0.1
0.0 0.0 0.0
0.1 0.0 0.0
0.0 0.0 0.0
0.0 0.0 0.0
0.0 0.1 0.0
0.0 0.0 0.0
0.0 0.0 0.0
-0.1 0.1 0.1
0.0 0.0 0.0
0.0 0.0 0.0
0.0 0.0 0.0
0.1 0.0 0.0
0.3 -0.4 0.1
0.0 0.0 -0.1
0.0 -0.3 -0.2
0.0 0.0 0.0
0.1 0.2 -0.2
0.0 0.0 0.0
0.0 0.0 0.0
0.0 0.0 0.0
-0.1 -0.1 0.1
-0.1 -0.1 -0.1
0.0 0.0 0.0
0.0 0.0 0.0
0.0 0.0 0.0
0.0 0.0 0.0
0.0 0.0 0.0
0.0 0.0 0.0
0.0 0.0 0.0
0.0 0.1 0.0
0.0 0.0 0.0
-0.3 0.1 -0.1
0.1 0.0 0.1
0.0 0.0 0.0
0.0 -0.5 -0.1
0.1 0.1 0.0
0.0 0.0 0.0
-0.2 0.0 0.0
0.0 0.0 0.0
0.0 0.0 0.0
0.0 0.0 -0.1
0.0 0.0 0.0
0.0 0.0 0.0
0.0 0.0 0.0
-0.1 0.0 0.1
0.0 -0.1 0.0
0.0 0.0 0.0
0.0 0.0 0.0
0.0 0.0 0.0
0.0 0.0 0.0

The value obtained for the max |F| is 1.23 eV/A. As for the charge: -1. The calculation puts the highest occupied orbital energy (spin up / spin down) at -4.63 / -4.66 eV. The HOMO-LUMO gap (spin up / spin down) is 6.45 / 6.40 eV. As for the LUMO energy (spin up / spin down): 1.816 / 1.735 eV.

***

No. 2
The following is a DFT calculation (wB97M-V/def2-TZVPD) of a 2-piece molecular cluster, C21H26BNO6 overall.

Each line ends with the Löwdin charge.
Atoms and positions in Å:
H  -1.951  -2.596  -4.507  0.156
H  2.494  0.992  4.130  0.114
O  0.434  -2.662  -3.261  0.119
H  -2.678  0.928  1.479  0.127
H  3.009  1.543  -0.291  0.051
C  1.340  -1.169  -0.100  -0.152
H  -2.576  -0.795  1.719  0.118
C  -2.939  0.540  -2.343  0.075
H  3.867  -0.406  -2.382  0.100
C  2.984  1.234  -1.344  -0.102
H  2.345  -2.142  -1.796  0.109
O  -1.914  3.093  -0.892  0.161
O  -3.710  1.542  -0.373  0.167
C  -1.021  -1.852  3.387  -0.037
H  3.657  1.833  -1.965  0.065
H  3.392  0.090  2.379  -0.013
O  -3.805  3.837  0.369  0.192
C  3.375  -0.277  -1.408  -0.232
N  -1.265  -1.838  -4.581  0.135
H  -2.111  -1.784  3.350  0.075
C  -0.532  -1.947  -3.326  -0.346
H  1.168  -1.000  4.502  0.119
H  1.420  -0.666  -2.171  0.092
H  -3.110  4.329  0.819  0.106
H  1.147  -0.127  0.174  0.089
H  -3.664  1.159  -2.869  0.154
H  1.956  1.391  -1.702  0.067
C  2.093  -1.135  -1.441  -0.225
C  -1.100  -1.019  -0.913  -0.074
C  -0.297  -0.568  3.023  -0.215
H  1.772  2.628  2.376  0.115
H  -0.738  -2.141  4.406  0.081
O  4.201  -0.190  1.930  -0.051
C  -2.095  -0.651  -4.516  -0.353
H  -0.393  -2.226  0.767  0.089
H  4.903  0.297  2.374  0.044
C  -0.729  0.340  2.042  -0.166
C  -1.241  -1.088  -2.285  -0.035
C  -2.032  0.057  1.308  -0.026
C  1.613  0.840  3.511  -0.111
H  -1.347  3.365  -0.160  0.086
C  1.193  1.722  2.537  -0.087
H  4.045  -0.564  -0.596  0.084
C  -0.061  -1.863  -0.207  -0.093
C  0.042  1.465  1.832  -0.045
H  -0.712  -2.695  2.753  0.081
B  -3.164  2.810  -0.300  -0.760
O  -2.616  -0.108  -5.453  0.140
C  -1.959  -0.142  -0.217  -0.034
C  -2.153  -0.339  -3.034  -0.066
H  -0.256  2.199  1.087  0.107
H  1.977  -1.694  0.621  0.121
C  -2.844  0.622  -0.975  -0.188
H  0.097  -2.766  -0.816  0.117
C  0.862  -0.300  3.726  -0.045

Force components x, y, z for each atom (eV/Å):
0.4 -0.3 -0.8
-0.1 0.3 -0.2
-0.9 0.3 0.3
0.0 -0.3 0.0
0.1 0.3 -0.3
-0.3 -0.1 -0.7
0.3 0.1 0.1
-0.9 0.5 -1.2
0.1 -0.3 0.4
0.2 -0.7 0.6
-0.3 0.1 0.2
-0.5 -0.7 0.9
0.7 0.5 -0.2
0.2 -0.1 0.2
-0.1 0.1 0.4
0.0 -0.1 -0.2
0.1 -1.1 0.3
-1.0 0.7 -0.9
-0.5 0.3 0.2
0.2 0.0 0.0
0.2 -0.6 0.2
0.0 0.1 -0.2
0.3 -0.3 -0.1
-0.4 0.6 -0.2
0.4 -0.2 0.4
0.1 0.0 0.2
0.2 -0.1 0.0
0.3 0.1 0.3
0.2 -0.1 0.9
-0.4 -0.4 0.0
-0.2 -0.1 -0.2
-0.1 0.1 -0.2
0.0 0.1 0.1
0.0 -0.2 0.7
-0.1 0.4 -0.1
0.0 0.0 0.0
-0.4 -1.4 0.5
0.5 -0.5 -2.1
0.2 0.5 -0.7
0.0 -0.4 0.3
0.4 0.3 -0.5
0.8 0.6 0.4
0.0 0.1 -0.1
0.8 -0.5 -0.5
-0.5 0.7 -0.7
-0.1 0.2 0.0
0.1 0.6 -0.2
0.3 -0.4 0.9
-0.1 0.5 0.3
0.2 0.5 0.7
0.0 -0.2 0.0
-0.3 0.3 0.2
-0.4 0.1 0.1
-0.1 0.2 0.2
0.3 -0.2 0.5

The value obtained for the max |F| is 2.19 eV/A. As for the SMILES: CCCCCc1c(Cc2ccccc2C)c(OB(O)O)cc2c1C(=O)NC2=O.O. As for the charge: 0. The calculation puts the highest occupied orbital energy at -9.61 eV. The HOMO-LUMO gap is 9.36 eV. As for the LUMO energy: -0.247 eV.

***

No. 3
The following is a DFT calculation (wB97M-V/def2-TZVPD) of one molecule with the formula C10H16N4O.

Each line ends with the Löwdin charge.
Atoms and positions in Å:
N  1.358  1.260  0.030  -0.200
N  -1.041  -1.768  -1.234  0.052
H  2.504  0.568  -1.780  0.092
C  0.830  -1.500  -2.617  -0.318
H  2.123  0.371  2.250  0.054
H  3.208  1.825  1.009  0.052
C  -1.258  1.236  -0.312  0.005
H  0.969  -1.125  2.364  0.107
N  0.593  0.673  1.019  -0.155
C  -0.800  -3.179  -3.271  0.106
C  -1.616  -0.547  1.448  0.005
N  -0.164  -0.987  -0.522  -0.067
H  1.724  2.556  1.536  0.135
H  -1.428  -2.515  -0.523  0.190
H  -2.250  1.217  -0.071  0.029
H  -1.670  -3.771  -2.993  0.065
H  -0.340  -3.491  -4.180  0.065
H  -2.186  0.247  2.030  0.119
O  1.663  -1.582  -3.505  0.105
C  1.480  -0.290  1.727  -0.046
C  -0.608  0.056  0.451  -0.472
C  -0.429  -2.193  -2.446  -0.250
C  2.287  2.142  0.588  -0.119
H  -1.018  1.191  -1.314  0.051
H  -0.844  2.263  0.204  0.151
C  0.884  -0.656  -1.420  -0.169
H  1.984  -1.003  1.009  0.098
H  -1.013  -1.084  2.187  0.062
C  1.727  0.334  -1.169  0.103
H  -2.201  -1.205  0.897  0.042
H  2.496  2.900  -0.241  0.111

Force components x, y, z for each atom (eV/Å):
0.4 -2.7 -3.5
-3.0 -2.6 0.9
2.1 0.9 -1.5
1.3 1.1 -0.1
1.0 -0.3 0.9
1.1 -1.0 0.0
2.5 2.1 3.5
0.5 2.3 -0.5
-0.4 -3.2 1.2
-1.4 -0.2 1.2
2.4 2.0 1.7
2.9 0.7 0.6
1.0 0.0 -2.1
1.1 1.4 -2.6
-2.9 0.0 -0.2
0.0 0.1 -0.1
0.7 0.4 -0.2
0.6 -1.0 -1.1
-0.8 -0.1 0.5
-1.4 -2.7 -0.4
-0.7 1.7 -1.7
-0.8 -1.6 -0.3
-0.8 3.5 0.3
0.2 0.2 -2.1
-1.0 -2.5 -1.6
-0.2 0.3 1.5
0.1 1.2 0.4
-0.5 -0.3 0.0
-2.5 1.9 4.4
-1.5 -1.0 -0.6
0.0 -0.4 1.5

The value obtained for the max |F| is 5.42 eV/A. As for the SMILES: C=c1[nH]n2c(c1=O)=CN(C)N(C)C2(C)C. As for the charge: 0. The calculation puts the highest occupied orbital energy (spin up / spin down) at -7.25 / -7.24 eV. The HOMO-LUMO gap (spin up / spin down) is 6.99 / 6.99 eV. As for the LUMO energy (spin up / spin down): -0.258 / -0.258 eV.